{"formula": "C2H5Br3Si", "method": "ωB97M-V/def2-TZVPD", "largest_force_ev_per_a": 2.7, "gap_ev": 9.8, "e_homo_ev": -9.92, "de_lowest_ev": 4.4565, "energy_ha": -8090.6799, "elements": ["C", "C", "Si", "Br", "Br", "Br", "H", "H", "H", "H", "H"], "xyz": [[0.71834, 0.71238, -0.52601], [2.11865, 0.86933, 0.04967], [-0.14990, -0.92666, 0.35429], [3.25394, 2.24789, -0.94282], [2.37135, 1.33266, 1.93092], [3.05899, -0.73671, -0.54223], [0.80897, 0.67181, -1.58248], [0.17939, 1.66575, -0.28726], [-1.45262, -0.27513, 0.36748], [0.43313, -1.22174, 1.71647], [-0.24316, -2.31413, -0.20094]], "forces_ev_per_angstrom": [[0.0, 0.2, 2.7], [1.3, 0.4, -1.4], [0.6, 1.0, 0.0], [-0.9, 0.1, 0.3], [-0.5, -0.5, -0.6], [0.1, -0.6, 0.7], [0.1, -0.4, -1.0], [0.0, -1.0, 0.0], [-0.7, -0.3, 0.4], [-0.2, 0.5, -0.5], [0.2, 0.6, -0.5]]}


{"formula": "C2H5BrN", "method": "ωB97M-V/def2-TZVPD", "largest_force_ev_per_a": 1.8, "total_charge": 1, "gap_ev": [8.5, 8.7], "e_homo_ev": [-14.31, -14.74], "de_lowest_ev": 2.5838, "energy_ha": -2707.5521, "elements": ["C", "C", "N", "Br", "H", "H", "H", "H", "H"], "xyz": [[-0.91450, -0.12640, -0.34169], [1.58331, -0.55043, 0.41710], [0.41882, 0.39511, -0.23816], [2.31405, -1.78466, -0.70665], [-1.11770, -0.86374, -1.09988], [-1.54077, -0.06907, 0.52868], [1.32236, -0.89186, 1.41744], [0.80133, 0.62870, -1.16598], [0.41933, 1.24686, 0.33946]], "forces_ev_per_angstrom": [[0.1, -0.7, 0.2], [-1.7, 0.3, -0.6], [1.6, -0.2, 0.4], [-0.1, 0.2, 0.0], [0.2, 0.0, -0.2], [0.0, 0.2, 0.2], [0.0, 0.3, -0.1], [-0.2, 0.1, 0.3], [0.1, -0.2, -0.3]]}


{"formula": "C2H5BrN", "method": "ωB97M-V/def2-TZVPD", "largest_force_ev_per_a": 4.8, "total_charge": 1, "gap_ev": [9.3, 9.4], "e_homo_ev": [-15.54, -15.54], "de_lowest_ev": 1.8430, "energy_ha": -2707.5793, "elements": ["C", "C", "N", "Br", "H", "H", "H", "H", "H"], "xyz": [[1.06604, 0.65556, -1.25660], [-0.90882, -0.19009, 1.37363], [0.42946, -0.13213, -0.46744], [-2.53580, -0.67966, 0.75788], [0.91196, 1.64211, -1.01040], [1.55863, 0.05647, -2.01496], [-0.53278, 0.89467, 1.39981], [0.38698, -1.18587, -0.68494], [-0.37567, -1.06105, 1.90303]], "forces_ev_per_angstrom": [[-1.4, -4.5, 1.2], [2.2, 0.4, -0.8], [-1.1, -2.2, 0.7], [0.2, 0.4, 0.1], [0.6, 2.5, -0.3], [0.5, 1.3, -0.7], [-1.1, -1.9, 0.6], [0.7, 2.1, 0.1], [-0.5, 1.8, -0.8]]}


{"formula": "C2H5BrN2O2", "method": "ωB97M-V/def2-TZVPD", "largest_force_ev_per_a": 3.4, "gap_ev": 8.2, "e_homo_ev": -7.68, "de_lowest_ev": 2.9705, "energy_ha": -2913.1461, "elements": ["C", "C", "N", "N", "O", "O", "Br", "H", "H", "H", "H", "H"], "xyz": [[1.96978, 1.22526, -0.84594], [-0.93988, -0.23261, -0.70267], [-0.33041, -1.41629, -0.81668], [-0.51222, 0.27462, 1.42403], [1.52624, 2.26350, -0.67983], [2.44411, 0.24334, -1.18917], [-2.85530, -0.26390, -0.69363], [0.64363, -1.35403, -0.45127], [-0.58399, -2.38055, -1.11792], [-1.19175, 0.15139, 2.17003], [0.52958, 0.26040, 1.84425], [-0.69978, 1.22888, 1.05878]], "forces_ev_per_angstrom": [[-0.3, 0.6, -1.2], [1.1, -0.3, -1.0], [1.0, -0.6, 0.1], [2.5, 1.2, 1.8], [-0.7, 1.7, 1.1], [0.9, -2.2, 0.1], [-0.4, -0.6, -0.3], [-1.0, -0.1, -1.0], [-0.6, 1.2, 0.7], [0.3, -0.2, 0.3], [-3.3, 0.2, -1.0], [0.5, -0.9, 0.4]]}